No. 1
171
Properties=species:S:1:pos:R:3:mulliken_charge:R:1 method="wB97M-V/def2-TZVPD" molar_mass_g_mol=1575.598 max_force_ev_per_a=1.11 orbital_gap_ev=8.8 homo_ev=-8.88 smiles="CCCOC[C@@H](S)O[C@@](COC)(C(F)(F)C(F)F)[C@@](CCCCOC=O)(COc1ccccc1)OCCCCCl.O=C1OC[C@@H](F)O1.O=C1OC[C@@H](F)O1.O=C1OC[C@@H](F)O1.O=C1OC[C@@H](F)O1.O=C1OC[C@@H](F)O1.O=C1OC[C@@H](F)O1.O=C1OC[C@@H](F)O1.O=C1OC[C@@H](F)O1.O=C1OC[C@@H](F)O1"
H 3.91 3.51 -2.79 0.450
H -5.74 2.04 -5.04 0.336
C 4.26 8.66 -1.11 -0.440
C 1.79 -2.29 3.39 0.266
O 2.94 8.13 -1.15 -0.245
C 5.90 3.28 -1.98 -0.813
C -0.53 2.98 -1.63 -0.071
H -0.90 1.05 0.20 0.834
F -3.36 -1.61 -0.64 -0.398
H 2.59 -1.84 2.79 0.199
C 5.16 -1.05 2.77 0.639
O 3.84 -7.17 4.27 -0.354
S 0.73 -4.24 -1.42 -0.170
C 1.83 -2.85 -3.58 -0.610
H 4.64 -4.86 -1.42 0.125
C -1.27 0.59 -5.51 -0.820
C -0.22 5.36 -2.42 -0.896
O -7.14 -1.01 1.24 -0.537
C 2.67 -6.80 2.34 0.789
H -0.15 -4.26 8.24 0.288
C 3.64 -6.14 3.29 -0.134
O 1.12 8.38 0.16 -0.497
H 4.97 7.95 -1.51 0.287
F -2.84 -1.43 2.22 -0.233
O 5.40 -0.08 3.69 -0.316
C 6.10 -0.66 4.78 0.353
F 2.86 -6.42 1.05 -0.278
H -1.86 -0.76 0.32 0.179
H -8.94 2.11 -1.68 0.204
H 2.19 -1.83 -3.71 0.311
C -9.80 0.35 -2.68 -0.367
H -5.25 8.15 0.90 0.295
C -3.04 6.69 0.00 0.669
C 0.54 -0.33 0.98 0.384
C 3.52 -8.36 3.72 0.670
C 4.72 1.49 -0.17 -0.094
H 1.80 -3.91 -0.70 0.060
H -1.48 2.64 -1.22 0.298
H 0.00 3.48 -0.82 0.328
C -5.72 3.36 -6.80 -0.464
C -4.61 -3.03 2.30 -0.263
H -0.23 3.63 -3.66 0.257
C 0.02 -0.17 -3.70 -2.115
H 2.44 0.33 -2.45 1.093
C -3.12 8.70 1.02 -0.414
H 0.53 0.51 4.35 0.341
O 0.75 -1.58 -1.79 -0.113
H 1.63 -0.34 1.12 -0.185
Cl 2.23 5.85 -3.61 -0.276
H 1.86 0.28 3.24 0.250
O -3.57 -3.49 6.71 -0.526
H -2.47 9.39 0.47 0.264
H -2.24 -7.34 4.93 0.273
O 1.61 -3.46 3.45 -0.524
H -0.27 -2.93 -3.02 0.385
O -2.66 5.63 -0.35 -0.541
C 2.27 8.56 -0.05 0.646
H 0.60 -3.47 6.02 0.093
H -2.03 1.34 -5.72 -0.020
C 2.10 0.65 -1.46 -1.606
C 6.79 -1.83 4.12 -0.505
H 4.08 -2.74 -4.59 0.374
H 7.75 2.85 -0.95 0.398
C 0.33 -7.24 6.05 0.493
C 0.17 0.86 0.08 -1.196
O -4.41 3.09 -7.30 -0.331
H 4.30 9.59 -1.69 0.257
O 1.07 -6.80 6.87 -0.489
H 0.65 1.75 0.50 0.975
H -4.21 -1.35 3.67 0.315
C -6.15 -1.49 1.65 0.651
F -8.30 1.98 -3.56 -0.166
F -0.79 -7.47 2.89 -0.285
O -0.80 -7.92 6.31 -0.351
H 6.69 1.27 0.65 0.407
H 0.14 -8.95 3.85 0.276
C -2.41 -3.32 6.89 0.581
H 7.75 -1.53 3.70 0.300
H 0.28 -1.28 0.54 -0.013
H -1.82 4.04 -2.98 0.384
F -7.38 1.77 -6.14 -0.292
C -0.43 -3.25 7.95 0.414
F -2.14 -1.45 -2.86 -0.423
H -0.37 0.82 -6.07 0.364
C -0.11 -0.18 2.38 -1.012
O 1.06 -1.43 4.11 -0.211
H 6.35 3.98 -2.68 0.461
H 1.66 4.38 -1.88 -1.030
C -1.50 -8.13 5.08 -0.438
H 6.92 -2.70 4.76 0.284
H 4.84 8.10 0.94 0.286
O -12.63 2.24 -2.63 -0.489
H 1.62 -6.66 2.59 -0.088
H -4.11 -3.41 1.41 0.213
C 0.89 -0.11 3.54 -1.003
F 5.22 10.03 0.60 -0.286
O -4.06 7.38 -0.59 -0.288
C -0.07 -0.47 -2.18 1.026
O -1.83 -3.09 8.10 -0.367
H 4.41 -5.97 -2.78 0.293
C 6.09 1.75 -0.11 -0.615
H -0.74 -1.03 2.61 0.466
H 1.55 6.06 -1.37 0.007
O 5.89 -2.14 3.04 -0.294
O 2.59 1.97 -1.21 0.285
O -6.00 -2.79 2.01 -0.363
H 4.24 0.83 0.54 0.451
C 3.96 -3.70 -4.07 -0.572
C -4.41 8.46 0.27 0.300
C -0.38 -8.01 4.06 0.313
H 3.25 -5.24 3.75 -0.005
F -2.24 0.49 -1.82 -0.207
C 6.69 2.65 -1.01 -0.577
C -4.25 1.75 -7.38 0.706
H -5.70 4.24 -6.15 0.280
C -4.13 -1.63 2.62 0.103
O 3.12 9.21 0.79 -0.318
H -0.09 -1.86 6.33 0.076
C 0.55 0.77 -1.40 -0.688
O 2.90 -3.64 -3.14 -0.031
H 3.75 -4.45 -4.85 0.285
O 0.27 1.93 -2.13 -0.061
C 4.45 8.94 0.37 0.302
C -1.58 -0.70 -1.86 0.770
C 1.29 5.37 -2.16 1.484
C 3.94 2.13 -1.15 0.207
F 0.21 -2.37 8.77 -0.302
F -4.79 9.52 -0.47 -0.291
H 2.50 -0.05 -0.73 0.372
C -0.22 -2.93 6.49 -0.113
H -9.71 -0.08 -3.68 0.272
F 6.96 0.24 5.29 -0.284
H 5.64 -3.17 -2.84 0.284
H 6.03 -5.68 -2.14 0.420
H -1.99 -9.10 5.08 0.282
H -1.66 -0.39 -5.80 0.356
C 5.07 -5.21 -2.36 -0.942
H -4.51 -3.73 3.12 0.342
O 4.40 -0.94 1.86 -0.439
H -3.26 9.06 2.04 0.273
H 0.97 0.31 -3.94 0.542
O 3.66 -9.41 4.24 -0.532
C -2.01 -1.39 -0.55 0.004
F -1.43 -2.59 -0.39 -0.010
O -3.30 1.19 -7.82 -0.509
H -0.42 6.04 -3.25 0.751
O -11.19 0.54 -2.36 -0.326
H -9.33 -0.30 -1.95 0.283
O -5.33 1.12 -6.83 -0.303
C -6.06 2.07 -6.09 0.334
H 1.43 -3.22 -4.53 0.424
C -9.29 1.77 -2.66 0.237
O -10.43 2.52 -3.03 -0.298
O -1.04 0.65 -4.11 0.089
H -0.72 0.72 2.42 0.753
O 0.51 -7.12 4.70 -0.078
O -1.47 -3.34 5.92 -0.174
O 2.99 -8.17 2.48 -0.395
H -0.02 -1.10 -4.27 1.010
H 4.58 -5.94 2.78 0.354
C 0.69 -2.80 -2.53 -0.384
O -2.53 7.40 1.02 -0.280
C -11.54 1.81 -2.67 0.644
H 5.38 -0.94 5.55 0.261
H 5.98 -4.33 -4.11 0.339
H -6.40 3.53 -7.64 0.294
O -4.98 -0.82 1.85 -0.284
H -0.73 5.76 -1.54 -0.212
C -0.75 3.97 -2.77 -0.966
C 4.53 3.02 -2.05 -0.350
C 5.25 -4.06 -3.35 -0.486

No. 2
132
Properties=species:S:1:pos:R:3:mulliken_charge:R:1 method="wB97M-V/def2-TZVPD" molar_mass_g_mol=1189.630 spin_multiplicity=2 max_force_ev_per_a=2.93 orbital_gap_ev="3.5 / 3.6" total_charge=+1 homo_ev="-9.48 / -9.53"
H -2.74 6.70 3.94 0.492
Cl -1.02 -1.96 1.93 0.014
H 1.96 -6.06 -5.77 0.453
C 4.62 2.91 4.25 -1.503
H -3.11 -1.70 3.01 0.312
C 3.74 -4.89 -0.49 -2.463
C 5.32 3.90 0.26 -0.923
O -1.26 1.56 -0.67 -1.353
C 0.14 -1.81 -2.14 0.874
H 1.29 0.96 7.93 0.366
C 1.88 -3.96 -2.46 -0.310
H 4.58 -2.29 -0.74 0.340
H -2.16 4.64 -2.56 0.371
H -0.81 0.61 2.75 -0.511
H 2.51 -4.82 -2.57 0.778
H -2.34 1.06 3.54 0.587
H -5.43 3.95 -0.77 0.458
H 1.35 -4.65 0.84 0.312
H 4.94 2.87 6.86 0.482
H -1.73 -0.29 -6.35 0.214
H 2.99 -5.22 -4.62 0.410
H -4.29 2.37 -3.84 0.457
H 1.53 -2.96 1.32 0.079
H -5.22 2.20 -0.79 0.412
H 1.38 -3.89 -6.84 0.446
Au 0.24 0.35 -0.41 2.246
H -5.11 -1.14 -4.97 0.371
H -5.09 1.20 -7.00 0.468
O 1.60 1.93 -1.63 -0.517
C 4.25 3.02 0.38 0.311
H -0.36 -5.57 -6.03 0.494
H 6.21 3.76 0.85 0.468
C -4.72 1.41 -6.00 -2.198
C -2.98 2.05 -2.23 -0.186
C -1.94 1.22 -1.73 0.404
H 4.09 5.94 -2.15 0.428
C -1.18 2.72 2.84 1.158
H 2.46 4.56 3.71 0.211
C 2.07 -3.86 1.05 -1.370
C -2.15 -2.11 3.31 -0.143
H -0.11 0.11 6.36 0.493
C 5.26 4.95 -0.65 -0.530
H 1.73 -6.32 -4.05 0.418
H 2.06 5.90 2.62 0.510
C 4.13 5.13 -1.43 -0.719
C 1.96 4.83 2.78 -1.465
C -1.62 -0.01 -2.43 0.988
C -4.32 -1.03 -5.71 -1.538
H 4.23 2.84 3.23 -0.302
H -0.49 1.43 5.24 0.183
C 1.37 -3.41 -5.87 -1.353
C -1.81 5.06 2.95 0.709
Te 1.71 1.62 2.72 0.240
H 6.10 5.62 -0.75 0.415
H 4.39 -4.75 -1.36 0.462
H -0.73 -2.48 -3.99 0.218
H 4.31 2.16 1.03 0.575
C -2.85 6.13 3.02 -1.904
H -2.71 6.83 2.19 0.401
H -4.29 2.41 -6.00 0.387
H 5.53 2.31 4.32 0.562
C 3.63 2.41 5.24 1.379
C 1.21 -2.04 -1.20 0.422
C -5.03 3.11 -1.34 -1.976
H -0.75 -5.66 -4.31 0.377
O 1.43 -1.17 -0.25 -1.036
N 1.43 1.63 0.54 0.219
H 4.37 -5.12 0.36 0.452
Cl -2.38 -3.81 3.76 -0.162
C 3.98 2.45 6.59 -0.953
C -0.46 5.39 2.90 -0.999
C -2.92 3.58 -0.16 -2.411
C 0.53 4.43 2.84 0.601
H 0.40 0.00 4.67 0.062
C 2.95 -3.61 -0.19 2.293
C 2.39 1.89 4.89 -0.086
H 2.19 4.37 -1.94 0.543
C -2.26 -0.30 -3.63 -0.230
C -2.48 0.47 -6.55 -1.442
H 3.71 3.02 9.33 0.356
H 3.46 -1.59 0.43 0.013
H 2.36 -3.01 -5.67 0.363
H -1.16 -4.22 -5.24 0.203
H -3.85 5.72 2.98 0.334
C 1.94 1.39 7.19 -0.998
C -3.23 4.52 -2.43 -1.833
C 3.15 1.95 7.58 0.690
C 3.07 4.26 -1.32 -0.420
H -2.17 1.16 1.79 0.461
C -0.42 -5.00 -5.10 -1.539
H -3.19 3.42 2.94 0.328
C 3.97 -2.50 0.13 -1.612
C 1.98 -5.57 -4.80 -2.239
H -2.04 -1.21 -4.15 0.213
C -3.16 0.60 -4.19 -0.554
H -2.82 0.34 -7.58 0.447
C 0.97 -4.42 -4.78 1.963
H 0.67 -2.58 -5.91 0.173
H 4.62 -2.83 0.94 0.525
H -5.58 3.06 -2.28 0.415
H 2.68 -4.17 1.89 0.440
C -3.52 3.30 -1.54 2.865
H -3.59 -1.82 -5.56 0.173
H -3.37 4.48 0.25 0.854
C 3.56 1.99 9.01 -1.603
C -3.68 0.36 -5.59 1.932
C 0.16 3.08 2.83 1.192
H -1.85 3.73 -0.21 0.167
N -0.65 -0.74 -1.78 -0.653
C 0.26 0.68 5.51 -1.049
H -3.68 4.42 -3.41 0.383
H -3.63 5.42 -1.96 0.468
H -4.75 -1.15 -6.70 0.485
C -2.15 3.72 2.92 -1.129
H -1.72 -1.59 4.16 -0.011
C 0.04 -2.63 -3.26 0.005
H -5.57 1.38 -5.32 0.413
C 2.02 -3.20 -1.31 -0.888
H -0.17 6.43 2.91 0.484
C 3.12 3.21 -0.41 -0.005
H 4.89 3.95 4.46 0.439
C -3.53 1.72 -3.45 -0.531
C 0.96 -3.67 -3.47 -1.045
C 2.02 2.22 -0.48 0.327
H -2.01 1.45 -6.47 0.367
H 3.09 -5.74 -0.66 0.431
H 4.50 1.46 9.15 0.371
H -3.12 2.76 0.51 0.203
C -1.65 1.30 2.73 -1.456
H 2.81 1.53 9.65 0.355
H 2.46 4.31 1.95 0.103
C 1.55 1.34 5.86 0.877

No. 3
142
Properties=species:S:1:pos:R:3:mulliken_charge:R:1 method="wB97M-V/def2-TZVPD" molar_mass_g_mol=1352.532 max_force_ev_per_a=0.79 orbital_gap_ev=5.7 total_charge=-1 homo_ev=-3.94
O 0.95 -0.12 -3.10 -0.549
C 4.79 -1.17 -1.42 -1.625
C 0.10 -3.18 -2.69 0.431
C 1.12 -5.91 4.00 -1.102
H -0.42 -2.04 5.22 -0.131
H -3.81 -1.88 5.76 0.564
H 3.75 -4.44 -2.72 0.260
C 2.76 -3.55 1.57 -1.003
C -5.94 1.27 -0.07 -0.786
H -4.46 -3.22 0.85 -0.042
C 3.48 -1.32 -1.00 -0.500
H 5.33 -2.01 -1.83 0.593
H 4.01 4.85 2.32 0.358
H 3.48 -1.08 -3.74 0.270
H -2.87 0.84 -5.30 0.405
C 5.13 2.52 -0.74 -1.259
H 0.82 -5.84 5.04 0.355
C 4.07 3.41 3.92 -0.266
H 0.83 5.73 2.57 0.388
H -1.50 -2.04 -3.56 0.239
N -3.40 -1.00 -0.52 -0.326
H -6.89 3.22 2.63 0.345
H -4.26 -6.68 -0.25 0.461
H 0.13 -3.67 5.67 0.212
C 2.41 -2.90 -3.34 0.605
O 0.68 3.97 -1.64 -0.877
C 5.37 0.09 -1.34 -0.836
O -0.82 -0.57 3.55 -0.781
C -6.64 2.29 2.12 -0.670
C 0.08 -0.41 2.71 -1.647
H 5.54 2.93 -1.66 0.396
H -0.87 -2.74 6.79 0.500
H 0.00 -6.16 0.44 -0.681
H -1.93 -8.29 3.07 0.270
C 1.76 -4.81 -2.00 1.174
H -5.92 -0.42 2.17 0.206
H 3.68 4.08 4.68 0.455
C -0.64 2.87 -3.79 -0.546
H -4.20 -7.43 3.33 0.287
H -5.59 1.47 -1.08 0.443
H 4.26 -2.46 2.68 0.408
H 0.59 1.78 4.22 0.437
N 0.11 2.17 -0.27 0.273
H 1.88 -6.69 3.92 0.390
C 3.45 -2.11 -4.09 -1.528
Te -1.47 -2.83 1.11 -1.056
H -6.82 0.60 -0.12 0.335
C 4.72 2.91 1.70 0.911
Si -2.26 -3.64 4.96 0.974
H -0.46 -8.60 3.99 0.389
H -7.16 3.03 0.14 0.371
C -1.34 -2.75 -2.75 -1.670
H 5.30 4.36 0.21 0.405
H 2.50 -6.84 -1.98 0.525
H 6.38 0.25 -1.69 0.483
H 4.44 -2.55 -3.96 0.326
H 0.61 4.78 0.31 0.443
C -3.37 -6.35 0.30 -0.787
H 3.42 -4.30 1.18 0.267
H -2.78 -5.71 -0.36 0.015
H -5.21 -6.09 3.86 0.298
C 1.00 -1.60 2.41 1.022
C 4.79 1.36 3.35 -0.358
H 5.03 0.35 3.65 0.610
H -4.43 -2.63 4.28 0.214
C 0.73 4.66 2.45 -0.963
N 0.47 0.54 1.92 1.043
H 1.57 -4.96 3.72 0.135
H -1.67 -2.29 -1.82 0.226
H 1.28 -7.10 1.20 0.571
C 1.09 -2.43 -3.31 1.413
C -6.31 2.56 0.65 -0.643
C -0.74 2.32 -2.52 0.862
H -2.98 0.01 -2.96 0.538
C 3.32 0.88 -0.42 -0.633
C 0.11 2.90 -1.39 -0.334
H -4.60 2.26 2.81 0.282
C 0.78 -1.06 -3.92 -0.634
H 2.91 -5.91 -0.55 0.265
C 0.71 3.83 3.56 -0.830
H -5.44 -3.55 2.27 0.235
C -2.27 1.30 -4.53 -1.021
C 0.44 2.76 0.95 -0.382
C 2.13 -6.08 -1.28 -1.485
C 0.61 4.13 1.17 -0.981
H -1.98 -3.62 -2.93 0.545
H 2.66 -0.65 3.33 0.524
H -5.71 1.36 3.84 0.361
H -4.20 -0.13 2.49 -0.094
C -4.09 -0.24 0.01 0.013
C 2.35 -1.52 2.77 -0.720
N 2.76 -0.31 -0.51 1.226
Si -3.86 -5.44 1.87 0.643
C 5.05 3.32 0.32 -0.592
H 1.03 -4.30 0.55 -0.335
H -5.67 -7.03 2.43 0.374
H -1.32 2.73 -5.82 0.381
C 0.59 2.46 3.37 -0.536
H -2.17 -5.74 6.31 0.248
N -1.58 1.33 -2.24 0.150
H 1.26 -6.50 -0.76 0.196
C 4.63 1.14 -0.81 0.400
H 2.96 -2.26 -1.11 0.754
C -2.93 -4.99 6.10 -1.181
N 0.57 -2.64 1.70 1.513
C -2.33 0.83 -3.23 -0.056
H -5.79 -4.36 0.74 0.510
H -3.79 -5.50 5.67 0.232
C 4.25 3.83 2.62 -0.380
C -0.70 -2.96 5.73 -0.604
H -7.53 1.64 2.17 0.314
H -2.77 -7.23 0.53 0.214
C 0.47 1.91 2.10 0.439
H 0.06 3.68 -3.95 0.491
C 1.44 -3.57 1.23 0.420
H 3.21 -2.08 -5.15 0.514
C -5.47 1.60 2.80 -0.793
H 2.69 1.68 -0.05 0.358
C 2.72 -4.08 -2.70 -1.019
C 0.21 -6.90 1.21 -0.611
H -5.46 3.25 0.59 0.277
Tl -0.02 -0.29 -0.75 1.658
H -1.72 -7.56 4.65 0.296
H 0.80 4.23 4.56 0.486
N -4.86 0.61 0.66 0.488
Si -1.90 -4.61 2.86 -0.308
H -0.31 -7.81 0.91 0.600
C -1.20 -7.84 3.74 -1.322
H -3.09 -1.47 4.20 -0.264
N 4.36 2.17 4.31 -0.638
O 0.40 -1.01 -5.10 -0.789
C 3.22 -2.51 2.39 -0.577
C -5.10 0.32 2.08 0.016
H -0.32 -4.92 -1.53 0.240
N 4.99 1.65 2.08 -0.346
C 0.45 -4.35 -2.02 -0.115
Si -0.36 -6.36 2.93 1.097
C -4.99 -4.01 1.39 -0.735
C -3.53 -2.28 4.78 -0.659
C -4.82 -6.61 2.98 -1.158
C -1.41 2.35 -4.81 -0.488
H -3.24 -4.55 7.05 0.395